1.
DFT (ωB97M-V with the def2-TZVPD basis set) results for a structure of composition C10H11Cl6HfMn at a distorted geometry.

```
29
Properties=species:S:1:pos:R:3:lowdin_charge:R:1
Mn -1.44 1.11 0.44 0.240
Cl -0.28 1.59 -1.77 -0.013
C -2.50 -0.56 0.55 -0.237
H -2.24 -1.20 1.40 -0.014
H -2.47 -1.09 -0.41 -0.032
H -3.42 0.01 0.74 -0.012
Hf 0.37 -0.64 -3.01 1.278
C 2.34 0.05 -3.55 -0.323
C -1.11 -0.58 -4.61 -0.315
C 0.50 -2.62 -2.25 -0.180
H -1.59 -1.58 -4.66 -0.005
H -1.88 0.18 -4.38 -0.003
H -0.62 -0.36 -5.57 -0.006
H 3.09 -0.69 -3.20 0.001
H 2.41 0.18 -4.64 -0.002
H 2.52 1.03 -3.03 -0.005
H -0.46 -3.12 -1.95 -0.021
H 1.26 -2.87 -1.50 -0.037
Cl 1.07 -1.65 1.99 0.665
C 0.82 -0.17 2.81 -0.739
C 0.14 0.83 2.13 -0.224
C -0.26 1.92 2.86 -0.634
Cl -1.50 2.88 1.97 0.675
C 0.13 2.19 4.18 -0.717
Cl -0.28 3.69 4.88 0.693
C 0.89 1.22 4.87 -0.709
Cl 1.40 1.49 6.48 0.691
C 1.18 0.01 4.19 -0.711
Cl 1.94 -1.26 5.01 0.695
```

Results
LUMO level (spin up / spin down) = -0.0139 / -0.0797 hartree
ΔE to the lowest compared entry with this formula, charge and spin = 0.367 eV
Strongest force on any atom = 0.049 hartree/bohr
HOMO level (spin up / spin down) = -8.339 / -7.365 eV
E = -4347.59929 Eh
Spin multiplicity = 5

=====

2.
DFT (ωB97M-V with the def2-TZVPD basis set) results for a cluster of 2 separate species, CHNO2S in total at a distorted geometry.

```
6
Properties=species:S:1:pos:R:3:lowdin_charge:R:1
C -0.66 1.62 -0.37 -0.575
N 0.88 -1.81 0.17 -0.142
O 1.02 -0.86 -0.64 0.025
O 0.04 -2.11 0.94 0.121
S -1.19 1.93 1.02 0.648
H -0.09 1.22 -1.12 -0.076
```

Results
LUMO level (spin up / spin down) = -0.0149 / -0.0789 hartree
ΔE to the lowest compared entry with this formula, charge and spin = 4.994 eV
Strongest force on any atom = 0.077 hartree/bohr
HOMO level (spin up / spin down) = -6.965 / -11.120 eV
E = -641.89416 Eh
Spin multiplicity = 3

=====

3.
DFT (ωB97M-V with the def2-TZVPD basis set) results for a cluster of 7 separate species, C20H59N5O7 in total at a distorted geometry.

```
91
Properties=species:S:1:pos:R:3:lowdin_charge:R:1
C 0.85 -0.83 5.67 -0.086
O 0.76 -1.23 4.32 -0.199
C 1.95 -1.68 3.78 -0.236
C 1.66 -2.68 2.64 -0.381
C 2.99 -2.86 1.76 -0.037
N 0.62 -2.23 1.73 0.049
H 1.04 -1.73 6.25 0.096
H -0.06 -0.28 5.89 0.086
H 1.63 -0.07 5.73 0.090
H 2.58 -0.88 3.39 0.121
H 2.70 -2.15 4.42 0.126
H 1.42 -3.64 3.09 0.133
H 3.35 -1.93 1.33 0.062
H 2.86 -3.60 0.98 0.061
H 3.82 -3.28 2.32 0.073
H -0.03 -1.84 2.40 0.057
H 0.93 -1.39 1.26 0.066
C -0.88 4.23 4.28 -0.100
O -1.30 3.44 3.14 -0.192
C -1.55 2.07 3.53 -0.162
C -2.23 1.12 2.38 -0.390
C -2.96 -0.07 3.00 -0.052
N -1.20 0.68 1.47 0.064
H -1.77 4.47 4.86 0.082
H -0.43 5.18 4.00 0.080
H -0.12 3.75 4.91 0.080
H -0.67 1.59 3.96 0.108
H -2.29 2.00 4.33 0.098
H -2.95 1.76 1.86 0.117
H -3.66 -0.50 2.28 0.069
H -3.42 0.22 3.94 0.071
H -2.27 -0.86 3.30 0.071
H -1.58 0.11 0.72 0.027
H -0.87 1.50 0.98 0.063
C -1.32 -2.87 -3.52 -0.149
O -1.00 -1.57 -3.82 -0.219
C -1.00 -1.26 -5.23 -0.146
C -0.26 0.09 -5.47 -0.386
C 0.92 0.28 -4.49 -0.051
N -1.25 1.18 -5.40 0.029
H -0.98 -3.24 -2.55 0.090
H -0.86 -3.58 -4.21 0.084
H -2.35 -3.18 -3.67 0.089
H -0.47 -2.07 -5.74 0.114
H -1.99 -1.23 -5.70 0.122
H 0.22 0.11 -6.45 0.128
H 1.67 -0.48 -4.71 0.086
H 0.54 0.14 -3.48 0.041
H 1.38 1.27 -4.51 0.076
H -1.92 1.29 -6.15 0.061
H -1.84 1.00 -4.61 0.033
C 5.88 -0.16 -0.29 -0.135
O 4.71 0.48 -0.64 -0.188
C 4.07 1.41 0.29 -0.166
C 2.70 1.78 -0.16 -0.500
C 2.71 2.28 -1.60 -0.058
N 2.13 2.82 0.55 0.047
H 6.25 -0.69 -1.16 0.091
H 5.63 -0.93 0.44 0.072
H 6.64 0.50 0.13 0.088
H 4.03 0.91 1.26 0.114
H 4.55 2.37 0.49 0.126
H 2.08 0.89 -0.12 0.130
H 3.17 1.63 -2.34 0.077
H 3.04 3.31 -1.75 0.079
H 1.67 2.45 -1.89 0.070
H 1.16 2.83 0.27 0.070
H 2.51 3.67 0.15 0.074
C -3.09 -2.02 -0.26 -0.078
O -2.71 -0.72 -0.62 -0.234
C -3.55 -0.05 -1.46 -0.218
C -3.05 1.35 -1.44 -0.451
C -3.87 2.42 -2.21 -0.048
N -1.76 1.43 -2.02 0.078
H -2.90 -2.81 -0.99 0.080
H -4.16 -2.08 -0.09 0.091
H -2.58 -2.22 0.68 0.090
H -3.55 -0.48 -2.46 0.138
H -4.57 -0.03 -1.08 0.133
H -3.07 1.69 -0.40 0.119
H -3.47 3.42 -2.05 0.078
H -4.93 2.21 -2.10 0.074
H -3.72 2.43 -3.29 0.063
H -1.20 0.67 -1.65 0.027
H -1.37 2.24 -1.55 0.085
O 0.60 -4.92 0.71 -0.073
H 1.37 -5.23 1.19 0.014
H 0.54 -3.99 0.94 -0.041
O 0.15 -0.75 -1.14 -0.046
H -0.33 -0.89 -1.95 -0.008
H -0.06 -1.51 -0.60 0.020
```

Results
LUMO level = 0.0280 hartree
ΔE to the lowest compared entry with this formula, charge and spin = 2.221 eV
Strongest force on any atom = 0.070 hartree/bohr
HOMO level = -8.820 eV
SMILES = COC[C@H](C)N.COC[C@H](C)N.COC[C@H](C)N.COC[C@H](C)N.COC[C@H](C)N.O.O
E = -1597.69222 Eh

=====

4.
DFT (ωB97M-V with the def2-TZVPD basis set) results for a structure of composition C62H77F18N12O14S6 at a distorted geometry.

```
189
Properties=species:S:1:pos:R:3:lowdin_charge:R:1
C -1.97 -0.72 2.02 -0.086
C -2.19 0.77 1.77 -0.648
C -0.86 1.38 1.27 -0.053
O -3.31 1.14 1.01 -0.314
H -2.79 -1.30 2.48 0.065
H -1.17 -0.79 2.78 0.076
H -1.68 -1.23 1.09 0.076
H -2.26 1.25 2.79 0.042
H -1.02 2.36 0.84 0.040
H -0.29 0.73 0.61 0.079
H -0.19 1.61 2.12 0.069
C 7.18 -8.08 -7.34 0.069
N 6.46 -7.23 -6.34 -0.080
C 5.35 -7.72 -5.78 0.021
C 4.63 -6.92 -4.92 0.063
C 5.09 -5.64 -4.61 -0.128
C 6.29 -5.21 -5.16 0.072
C 6.90 -6.02 -6.10 0.022
C 4.35 -4.73 -3.69 -0.149
C 3.71 -3.61 -4.18 0.068
C 3.20 -2.69 -3.31 -0.008
N 3.32 -2.86 -2.02 -0.048
C 3.92 -3.93 -1.53 0.018
C 4.45 -4.90 -2.34 0.056
C 2.81 -1.81 -1.13 0.053
H 8.11 -7.61 -7.62 0.108
H 6.47 -8.21 -8.16 0.121
H 7.29 -9.07 -6.91 0.116
H 5.13 -8.75 -6.00 0.159
H 3.64 -7.23 -4.60 0.142
H 6.60 -4.18 -5.01 0.151
H 7.88 -5.77 -6.47 0.161
H 3.75 -3.46 -5.25 0.150
H 2.72 -1.80 -3.69 0.117
H 4.12 -3.92 -0.46 0.118
H 5.10 -5.64 -1.90 0.152
H 3.45 -0.94 -1.27 0.122
H 2.80 -2.20 -0.12 0.078
H 1.83 -1.44 -1.43 0.097
C -4.39 4.33 0.56 -0.009
N -3.94 3.94 -0.74 -0.071
C -4.81 3.84 -1.74 -0.034
C -4.46 3.45 -2.92 0.022
C -3.13 3.07 -3.18 -0.064
C -2.18 3.11 -2.14 0.110
C -2.66 3.60 -0.96 0.016
C -2.82 2.79 -4.61 -0.135
C -1.67 3.23 -5.20 0.077
C -1.46 2.92 -6.52 0.037
N -2.30 2.10 -7.16 -0.063
C -3.36 1.65 -6.59 -0.040
C -3.70 1.97 -5.31 0.019
C -2.02 1.80 -8.57 0.049
H -5.42 4.67 0.45 0.113
H -3.80 5.18 0.86 0.101
H -4.39 3.46 1.20 0.087
H -5.82 4.09 -1.44 0.154
H -5.17 3.41 -3.74 0.141
H -1.13 2.85 -2.30 0.133
H -2.05 3.69 -0.07 0.129
H -0.94 3.90 -4.72 0.127
H -0.53 3.11 -7.05 0.160
H -4.01 1.04 -7.20 0.158
H -4.60 1.61 -4.83 0.120
H -1.67 2.70 -9.08 0.121
H -2.96 1.56 -9.05 0.109
H -1.26 1.04 -8.70 0.109
C -1.73 -8.51 2.87 0.083
N -2.30 -7.41 1.97 -0.047
C -1.67 -6.20 1.99 0.016
C -2.13 -5.19 1.20 0.044
C -3.27 -5.35 0.41 -0.107
C -3.86 -6.62 0.41 0.052
C -3.39 -7.63 1.21 0.027
C -3.92 -4.20 -0.29 -0.112
C -4.17 -4.22 -1.69 0.059
C -4.53 -3.06 -2.33 -0.006
N -4.41 -1.90 -1.66 -0.056
C -4.30 -1.86 -0.29 0.035
C -4.04 -3.02 0.41 0.032
C -4.59 -0.57 -2.35 0.056
H -0.85 -8.95 2.39 0.115
H -2.49 -9.28 2.93 0.104
H -1.37 -8.03 3.77 0.106
H -0.73 -6.10 2.51 0.124
H -1.45 -4.34 1.16 0.130
H -4.77 -6.77 -0.16 0.145
H -3.98 -8.52 1.37 0.160
H -4.01 -5.17 -2.20 0.141
H -4.76 -3.00 -3.39 0.157
H -4.38 -0.90 0.24 0.130
H -3.77 -2.84 1.44 0.117
H -4.19 -0.65 -3.35 0.090
H -3.96 0.12 -1.76 0.096
H -5.62 -0.25 -2.21 0.112
C -1.56 2.19 4.97 0.037
N -2.59 3.27 4.88 -0.051
C -3.05 3.78 6.02 0.030
C -3.88 4.89 5.98 0.050
C -4.20 5.47 4.78 -0.111
C -3.84 4.80 3.62 0.055
C -3.07 3.65 3.68 0.052
C -4.96 6.76 4.76 -0.106
C -6.00 6.95 5.66 0.056
C -6.68 8.12 5.72 0.028
N -6.31 9.09 4.89 -0.052
C -5.33 8.96 3.99 0.031
C -4.72 7.76 3.83 0.049
C -7.11 10.37 4.87 0.066
H -1.57 1.73 5.96 0.099
H -0.57 2.66 4.97 0.118
H -1.66 1.50 4.14 0.060
H -2.81 3.33 6.97 0.158
H -4.22 5.24 6.94 0.146
H -4.11 5.21 2.66 0.081
H -2.55 3.19 2.82 0.144
H -6.25 6.10 6.30 0.141
H -7.54 8.34 6.34 0.164
H -5.18 9.72 3.23 0.164
H -4.07 7.57 2.98 0.139
H -8.09 10.15 5.29 0.107
H -7.36 10.71 3.87 0.115
H -6.62 11.19 5.39 0.122
C 3.70 0.12 8.21 0.027
N 3.49 -0.73 6.97 -0.353
C 4.10 0.03 5.81 0.041
C 4.16 -2.06 7.08 0.040
C 1.99 -0.94 6.77 -0.087
C 1.26 0.24 6.18 -0.235
O 1.46 1.31 7.08 -0.060
H 4.75 0.17 8.47 0.119
H 3.02 -0.21 8.99 0.111
H 3.35 1.08 7.87 0.084
H 3.91 -0.61 4.95 0.095
H 5.14 0.19 6.08 0.121
H 3.55 0.96 5.69 0.096
H 3.63 -2.49 7.93 0.120
H 5.22 -1.86 7.11 0.122
H 3.96 -2.62 6.17 0.089
H 1.61 -1.14 7.77 0.139
H 1.96 -1.89 6.25 0.124
H 0.22 -0.15 6.26 0.128
H 1.46 0.46 5.13 0.126
H 0.86 2.05 6.99 0.090
C 5.93 -1.65 1.51 -0.714
F 7.23 -1.47 1.51 0.193
F 5.35 -0.61 2.05 0.163
F 5.51 -1.78 0.25 0.113
S 5.54 -3.19 2.48 0.605
O 6.51 -4.17 2.13 -0.238
O 5.64 -2.75 3.82 -0.280
N 4.00 -3.47 1.88 -0.311
S 3.08 -3.76 3.12 0.539
O 3.57 -4.80 3.96 -0.268
O 2.68 -2.56 3.79 -0.315
C 1.60 -4.60 2.32 -0.730
F 1.60 -5.85 2.49 0.202
F 0.47 -4.10 2.81 0.112
F 1.50 -4.37 1.01 0.112
C -0.89 -2.35 -3.87 -0.639
F -1.16 -2.88 -5.05 0.141
F -2.06 -2.44 -3.17 0.097
F 0.09 -3.04 -3.30 0.144
S -0.36 -0.59 -4.20 0.599
O -1.35 0.09 -4.97 -0.278
O -0.15 -0.10 -2.87 -0.300
N 1.06 -0.82 -5.03 -0.275
S 1.33 0.60 -5.66 0.572
O 0.60 0.95 -6.84 -0.290
O 1.40 1.65 -4.69 -0.271
C 3.07 0.41 -6.29 -0.761
F 3.22 -0.69 -7.02 0.139
F 3.42 1.43 -6.91 0.270
F 3.84 0.15 -5.24 0.134
C 4.94 6.61 -1.11 -0.699
F 4.36 7.75 -0.86 0.163
F 6.26 6.74 -1.07 0.153
F 4.57 5.69 -0.20 0.110
S 4.53 6.01 -2.83 0.618
O 4.77 7.03 -3.79 -0.262
O 5.38 4.87 -2.96 -0.289
N 2.87 5.79 -2.69 -0.299
S 2.30 4.49 -3.40 0.554
O 0.84 4.66 -3.59 -0.372
O 2.95 4.02 -4.56 -0.279
C 2.36 3.05 -2.12 -0.744
F 1.22 2.38 -2.05 0.091
F 3.28 2.21 -2.47 0.159
F 2.64 3.50 -0.94 0.154
```

Results
LUMO level = -0.4070 hartree
Total charge = +5
ΔE to the lowest compared entry with this formula, charge and spin = 0.000 eV
Strongest force on any atom = 0.079 hartree/bohr
HOMO level = -14.634 eV
E = -8303.88092 Eh